# C2H5NOS

A single C2H5NOS molecule in a non-equilibrium geometry (the ωB97M-V functional and the def2-TZVPD basis, the Open Molecules 2025 dataset).

Calculated values
- E_HOMO (eV) = -9.3
- multiplicity = 1
- energy relative to the best compared isomer or geometry (same formula, charge and spin) (kJ/mol) = 304.63
- electronic energy (eV) = -16525.224

Cartesian coordinates (Å):
1 C 0.2254 -0.6137 -0.9742
2 C -0.4567 0.5862 1.4451
3 N 0.8394 -1.7324 -0.9625
4 O 0.4623 1.8914 -1.0256
5 S 0.9187 0.8407 -0.1372
6 H -0.4537 -0.2123 -1.7181
7 H -1.2442 0.1525 0.9260
8 H -0.7222 1.6210 1.9366
9 H -0.0419 -0.1082 2.0889
10 H 0.4728 -2.4253 -1.5791

Cartesian forces (eV/Å) of the 6 atoms listed first:
C 2.1 -1.2 -0.5
C 1.4 4.0 -1.5
N -0.5 1.8 1.2
O -0.5 1.5 -0.8
S -1.1 -1.6 3.0
H -0.8 -0.2 -0.1